Computed, not measured: C11H29NO8P3S as an isolated structure in a non-equilibrium geometry, with ωB97M-V/def2-TZVPD.

```
53
Properties=species:S:1:pos:R:3:forces:R:3
C 4.4323 1.5148 1.6611 -0.3674 -0.6374 0.4562
C 3.0079 1.7006 1.1314 0.4152 0.7253 -0.5615
C 2.4744 0.4762 0.3546 -0.3164 -0.3760 0.9744
C 2.7961 -0.9044 0.9884 0.0596 -0.2849 -0.6097
P 0.6653 0.5991 0.2072 0.7725 0.9310 -0.9984
N -0.0273 1.5447 1.3830 -0.4587 -1.3997 -0.0787
C -0.5330 0.9026 2.3231 0.4855 0.8857 0.5189
S -1.0257 0.2442 3.6117 -0.2986 -0.1102 -0.1304
H 4.3881 0.9772 2.6103 0.1326 0.0593 0.0353
H 5.0425 0.8975 1.0020 0.1047 0.2831 -0.1722
H 4.9087 2.4701 1.8609 0.0304 0.0266 -0.1691
H 2.3493 2.0282 1.9355 -0.0267 -0.2547 0.0831
H 3.0309 2.5403 0.4297 -0.1535 -0.0080 -0.0094
H 2.8535 0.5085 -0.6685 -0.0560 -0.0112 -0.0284
H 1.9103 -1.4404 1.3338 0.0477 0.0909 0.2718
H 3.2200 -1.5315 0.2028 0.0570 -0.0956 0.1113
H 3.5189 -0.8599 1.7956 -0.0724 0.1750 0.0564
H 0.0676 -0.6618 0.1288 -0.0390 0.0099 0.1143
H 0.3994 1.2175 -1.0157 -0.2464 0.0372 0.0777
C 1.7870 -4.7567 -5.2575 0.1390 -0.0554 -0.2916
O 2.4080 -5.3058 -4.0738 -2.4573 0.9974 0.5292
P 2.9146 -4.2824 -2.9494 5.1807 -1.1256 0.8606
O 3.9565 -3.4666 -3.5853 -0.4894 0.4862 -0.2483
O 3.3901 -5.4302 -1.9302 -0.4884 -0.1151 -0.0175
C 3.5661 -6.8101 -2.2631 0.1913 -0.0692 0.0624
O 2.4360 -3.3275 -1.7305 -2.2102 -0.0479 -0.9447
C 1.3828 -3.7147 -0.8448 0.0008 -0.1278 0.0778
H 1.4307 -5.5947 -5.8490 0.0231 -0.0557 0.0735
H 0.9412 -4.1209 -4.9997 -0.0094 -0.0084 0.0019
H 2.5199 -4.1902 -5.8285 0.0320 0.0370 0.0851
H 4.3728 -6.9298 -2.9845 -0.0545 0.0007 -0.0667
H 2.6463 -7.2437 -2.6469 0.0074 0.0277 -0.0706
H 3.8368 -7.3210 -1.3421 0.0336 0.0842 0.0308
H 1.6990 -4.5242 -0.1873 0.0650 -0.0363 -0.0736
H 0.4855 -4.0139 -1.3873 -0.0202 0.0004 0.0295
H 1.1529 -2.8413 -0.2383 -0.0572 -0.0157 -0.0055
C -6.0794 2.3587 2.8021 -0.0301 -0.2839 -0.0184
O -5.0385 3.0293 2.0596 -1.1129 1.6266 1.7033
P -5.5161 4.0982 0.9483 2.0314 -1.3110 -4.5957
O -6.2589 3.3167 -0.0467 -0.4771 -0.0702 0.3592
O -4.0062 4.5273 0.5414 0.0525 0.1187 0.4989
C -2.8362 3.8105 0.8809 0.0828 -0.0774 -0.2308
O -6.0693 5.5823 0.7658 -0.4746 -0.1371 2.4502
C -5.5952 6.6554 1.6033 0.0571 0.2024 -0.0768
H -5.5943 1.7532 3.5633 0.0733 0.0495 -0.0168
H -6.7404 3.0736 3.2896 -0.0018 -0.0054 0.0099
H -6.6539 1.7180 2.1354 -0.0085 0.0796 -0.0634
H -2.8395 2.8326 0.3919 0.0156 -0.0669 0.1150
H -2.7310 3.6961 1.9594 -0.0395 -0.0716 0.0055
H -1.9860 4.3821 0.5096 -0.0688 0.0583 -0.0571
H -4.5664 6.9042 1.3480 0.0154 -0.0804 -0.0160
H -5.6643 6.3970 2.6598 -0.0103 0.0061 0.0027
H -6.2298 7.5153 1.4110 -0.0611 -0.0601 -0.0438
```
Positions in Å, forces in eV/Å.

Its HOMO energy is -12.035 eV. Its net charge is +1. As for the spin multiplicity: 1.

Computed, not measured: a 2-piece molecular cluster, C11H30B2F5N7O overall in a non-equilibrium geometry, with ωB97M-V/def2-TZVPD.

```
56
Properties=species:S:1:pos:R:3:forces:R:3
C 3.2259 2.2249 -1.0792 0.0881 0.3656 -0.6152
C 2.0927 1.3288 -1.8716 1.0756 1.1491 -1.6687
N 1.3533 0.3385 -1.0330 -2.3711 -0.2382 -0.5293
C 1.8227 -1.0766 -1.1335 0.5077 -1.6825 1.4246
C 3.3024 -1.2302 -0.3689 0.6109 -0.9795 -0.4321
C 4.5061 -1.5021 -1.4861 0.4910 -0.0172 0.0358
F 3.2993 -2.4555 0.5127 -0.1769 2.8460 -1.9596
C -0.1212 0.5330 -0.9329 -1.4527 0.3361 -0.0377
N -0.9768 0.3043 -2.0092 1.5615 0.1437 2.1583
C -0.5523 -0.1132 -3.3935 -0.3112 0.9967 -2.7063
C -1.8215 -0.7849 -4.2517 1.6901 0.6252 1.0095
N -2.2092 -2.0355 -3.4753 -0.0983 1.9067 0.5275
N -0.7779 0.9944 0.3485 3.3942 -0.9675 -2.7860
C -0.0546 0.5405 1.5926 0.2915 0.1280 2.3941
C -0.5046 -0.9925 2.0908 -0.7762 -0.1883 2.4324
N -1.0967 -0.8744 3.5098 0.8301 0.9080 -1.9101
N 0.7166 -1.8917 2.2391 0.2689 0.6770 -0.1969
N -1.6130 -1.5888 1.2394 1.6466 0.5307 0.2771
B -1.1046 2.4757 0.3516 -0.2630 2.2453 0.0929
C -2.7223 2.8950 0.2105 -0.3257 -0.4429 -0.0789
O -0.0397 3.4984 0.4765 -3.9874 -1.0391 -0.2168
H 3.4286 1.8679 0.0181 -0.6594 0.8448 -2.1462
H 2.8914 3.3672 -1.1415 0.8080 -2.5874 0.5307
H 4.2326 2.1332 -1.6728 -1.8920 0.1881 1.1683
H 1.4032 2.1151 -2.4458 1.1077 -1.9096 1.4383
H 2.6435 0.7272 -2.7414 -1.2085 1.1609 1.8339
H 1.9945 -1.4955 -2.2141 -0.5544 1.0237 1.7936
H 1.0451 -1.7660 -0.5479 1.8335 1.4159 -1.1459
H 3.5416 -0.2898 0.3099 -0.6645 -2.2306 -1.3309
H 4.1390 -1.4005 -2.5968 0.4959 -0.1088 2.2115
H 4.9372 -2.6064 -1.3827 -1.0625 2.4728 0.0196
H 5.4059 -0.7376 -1.3611 -1.9660 -1.6650 -0.1058
H -2.0215 0.4408 -1.8546 1.9255 -0.2191 0.0233
H -0.2576 0.8772 -3.9885 -0.2347 -2.1405 1.3581
H 0.3045 -0.9036 -3.4518 -1.4980 1.7255 0.6616
H -2.6660 0.0191 -4.3283 1.3613 -1.7701 0.0932
H -1.3842 -1.0105 -5.3262 -1.0403 0.3582 2.2579
H -2.9325 -1.6966 -2.7754 1.2181 -1.0338 -0.9548
H -1.3515 -2.3386 -2.9327 -1.5411 0.3049 -0.7684
H -0.4327 1.2527 2.4733 0.7051 -1.4645 -1.9977
H 1.1092 0.6569 1.5721 -2.1362 -0.2421 -0.3800
H -0.5058 -0.2232 4.0802 -0.8216 -1.1340 -0.5588
H -1.1926 -1.8149 3.9529 -0.0877 1.3126 -0.4359
H 1.4748 -1.3181 2.7148 -1.3334 -0.8470 -0.8898
H 0.5373 -2.6692 2.9360 -0.1879 1.3340 -1.2823
H -1.3079 -1.7624 0.2561 -0.4456 0.3124 1.2026
H -2.4886 -1.0240 1.3003 1.2524 -0.6022 0.0464
H -3.3584 1.9742 -0.2046 1.3920 2.0008 0.8960
H -3.1914 3.1266 1.2815 1.0405 -0.3445 -2.2904
H -2.8741 3.8007 -0.5192 0.1570 -1.5712 1.5654
H -0.5566 4.3752 0.5332 1.3605 -1.8058 -0.0995
B -3.8584 -0.8530 5.7041 -0.3573 0.0956 0.3168
F -3.6354 -0.8239 7.1405 -0.1657 -0.0357 -1.6699
F -5.2605 -1.1292 5.4369 1.6215 0.3040 0.2133
F -3.5005 0.4347 5.1320 -0.3147 -1.2523 0.5327
F -3.0371 -1.8936 5.1072 -0.8010 0.8074 0.6786
```
Positions in Å, forces in eV/Å.

Its HOMO energy is -8.259 eV. As for the spin multiplicity: 1.

Computed, not measured: C11H30ClNO13PS5 as an isolated structure in a non-equilibrium geometry, with ωB97M-V/def2-TZVPD.

```
62
Properties=species:S:1:pos:R:3:forces:R:3
C -0.1526 5.3429 0.0332 0.4432 -0.7872 0.0352
P 1.2081 5.0929 1.2882 -0.8082 0.1439 0.7579
C 1.6522 3.2710 1.2427 0.4999 1.1543 -0.7035
S 2.9966 5.9632 0.3944 2.3749 0.5288 0.4749
O 3.8291 4.8564 -0.1537 -1.3030 1.2870 0.3877
O 3.6466 6.6743 1.5349 -1.3538 -1.0689 -1.6835
N 2.5053 7.1173 -0.7291 2.2352 -1.7581 -0.5842
S 3.2679 6.9257 -2.1954 -4.5571 0.9261 -2.5177
O 2.7723 5.7494 -2.9655 1.8501 1.4907 1.9131
O 3.0152 8.1767 -2.9633 1.1264 -1.8487 1.8521
Cl 5.3257 6.8266 -1.9790 -0.2326 -0.0656 0.0322
H -0.1620 4.4870 -0.6532 -0.1025 0.3127 -0.0690
H -0.0381 6.2756 -0.5211 0.1607 -0.0953 0.1113
H -1.0927 5.3592 0.5948 0.1365 0.0115 -0.0982
H 2.6435 3.2251 1.7054 -0.1960 -0.1268 0.0468
H 1.7821 2.9533 0.2061 -0.1850 -0.2498 0.1910
H 0.9463 2.6646 1.8100 -0.0702 0.1396 -0.1358
O 4.5371 -0.5603 1.6526 -0.3431 0.0254 -0.1725
S 4.1319 -0.1359 0.3402 0.2540 0.1446 -0.5180
O 2.9292 0.6170 0.1410 0.2040 -0.3746 0.3555
O 4.1069 -1.4220 -0.6290 0.3083 0.3774 0.1740
C 3.3449 -2.5562 -0.1993 -0.5707 -0.4883 0.1541
C 1.8578 -2.3592 -0.4243 -0.0758 0.1870 0.1040
C 5.4678 0.7144 -0.4408 0.0125 -0.1114 -0.0103
H 3.5608 -2.7830 0.8478 0.0799 0.1597 -0.0152
H 3.6965 -3.4019 -0.7912 0.1957 0.1887 -0.0879
H 1.4639 -1.5774 0.2254 0.0078 -0.0182 -0.0081
H 1.3096 -3.2788 -0.2145 0.0484 -0.0235 -0.0288
H 1.6608 -2.0551 -1.4524 0.0174 -0.0740 -0.0119
H 6.3707 0.1181 -0.3372 -0.0329 -0.0261 0.0160
H 5.5832 1.6725 0.0631 -0.1301 0.0046 0.0210
H 5.2179 0.8709 -1.4870 -0.0565 0.0268 0.0341
O -1.2447 -4.3592 0.0373 -0.0469 -0.0558 -0.3918
S -1.7034 -5.3489 -0.8964 -0.3819 -0.3286 0.1143
O -1.4550 -5.2226 -2.3033 0.0707 0.1778 0.4120
O -3.2739 -5.5883 -0.6601 0.6017 -0.2193 0.0210
C -4.1262 -4.4322 -0.6862 -0.5333 0.7301 -0.1343
C -4.4345 -3.9754 -2.0994 0.2559 -0.0486 -0.1576
C -1.1540 -6.9417 -0.3644 -0.1096 -0.0182 0.0275
H -3.6861 -3.6248 -0.0965 0.1274 -0.0814 -0.0538
H -5.0517 -4.7265 -0.1908 0.1675 -0.2547 0.0731
H -3.5447 -3.5857 -2.5932 -0.0214 0.0379 0.0505
H -5.1859 -3.1856 -2.0846 0.0027 -0.0191 0.0804
H -4.8026 -4.8080 -2.7006 -0.0739 0.0014 0.0601
H -1.3913 -7.0604 0.6893 -0.0108 0.0290 -0.0132
H -0.0780 -6.9834 -0.5181 -0.0075 0.0959 -0.0383
H -1.6487 -7.7008 -0.9652 -0.0024 0.0372 -0.0164
O -3.3971 -0.6463 -0.4603 0.1140 0.2052 0.0784
S -3.5448 0.4974 0.3958 -0.0645 0.1207 0.5206
O -2.6636 1.6225 0.2936 -0.1771 -0.4406 -0.1833
O -3.5723 -0.0070 1.9214 -0.3564 0.1940 -0.4923
C -2.4915 -0.8439 2.3653 0.7524 -0.3519 0.2771
C -1.2336 -0.0469 2.6567 0.0000 0.1872 -0.2268
C -5.2143 1.0710 0.3210 -0.0179 -0.0624 0.0889
H -2.2981 -1.6340 1.6353 -0.1024 0.1086 -0.0988
H -2.8397 -1.3263 3.2788 -0.2581 0.1251 -0.0808
H -0.8112 0.3706 1.7426 0.0195 -0.0325 0.0161
H -0.4780 -0.6835 3.1185 -0.0614 -0.0459 0.0119
H -1.4527 0.7869 3.3244 -0.0054 -0.0591 0.0554
H -5.8828 0.2243 0.4532 0.0289 -0.0042 0.0092
H -5.3603 1.5206 -0.6586 0.1055 -0.0144 -0.0172
H -5.3637 1.8135 1.1007 0.0475 -0.0058 -0.0081
```
Positions in Å, forces in eV/Å.

Its HOMO energy is -5.239 eV. Its net charge is -1. As for the spin multiplicity: 1.

- Among the records above, which one has the highest HOMO?
  C11H30ClNO13PS5